This record from the OMol25 dataset describes one molecule with the formula C6H9NO3 in a non-equilibrium geometry. The level of theory is ωB97M-V with the def2-TZVPD basis set.

Values from the calculation:
Energy relative to the best compared isomer or geometry (same formula, charge and spin) in eV: 2.995
Orbital gap in eV: 9.8657

Cartesian coordinates (Å):
H 2.2370 0.1445 2.1478
N 2.1942 -0.6474 1.4375
C 2.0923 0.0438 0.3894
O 2.6470 -0.2642 -0.7782
C 0.7165 0.8125 0.3507
O 0.7910 1.9959 0.5900
C -0.5654 0.1728 -0.1276
C -0.4682 -0.1550 -1.6197
C -1.1513 -0.9677 0.7393
O -2.3963 -0.2709 0.8742
C -1.8597 0.9123 0.2637
H 3.2691 -0.9949 -0.6600
H -1.4232 -0.5740 -1.9636
H 0.3114 -0.9026 -1.8138
H -0.2577 0.7524 -2.2021
H -0.6684 -1.1149 1.7172
H -1.2653 -1.9364 0.2328
H -2.4790 1.2697 -0.5709
H -1.7240 1.7240 0.9933

Atomic forces in eV per Å
H -1.3 -1.7 0.0
N 2.9 1.3 2.1
C -3.3 -1.4 -1.5
O -0.5 0.2 -0.4
C 2.3 2.2 -1.4
O -0.7 0.1 0.6
C 0.1 -0.6 0.2
C 0.0 -0.1 -0.1
C 0.1 -0.3 0.1
O -0.2 -0.1 0.0
C 0.1 0.5 0.1
H 0.2 -0.1 0.3
H 0.2 0.1 0.1
H -0.1 0.2 0.0
H 0.0 -0.2 0.1
H 0.0 0.0 -0.3
H 0.0 0.2 0.1
H 0.2 -0.1 0.2
H 0.0 -0.2 -0.2

Atom charges from the Löwdin analysis, given in e for atoms 1 to 2: H 0.11; N 0.14

---

This record from the OMol25 dataset describes C17H40NO4Si2 as an isolated structure. The level of theory is ωB97M-V with the def2-TZVPD basis set.

Values from the calculation:
Net charge: +1
Energy relative to the best compared isomer or geometry (same formula, charge and spin) in eV: 0.000
Orbital gap in eV: 8.7763

Cartesian coordinates (Å):
C 3.5103 1.7116 0.3993
C 2.1001 2.0311 0.9276
C 1.1013 2.3982 -0.1755
C -0.3450 2.4768 0.3175
O -0.9850 3.5883 -0.3006
Si -2.4799 4.0940 0.1432
C -2.4568 5.9306 0.5257
C -2.9390 6.1619 1.9167
O -4.0486 6.5388 2.2014
O -3.5107 3.7809 -1.0795
Si -5.1803 3.7975 -1.0545
C -5.8397 3.1012 0.5610
C -7.3017 2.6764 0.4983
O -7.5249 1.8234 -0.6221
H 3.5755 1.8750 -0.6793
H 3.7903 0.6754 0.6206
H 4.2674 2.3358 0.8801
H 1.7001 1.1677 1.4809
H 2.1390 2.8578 1.6452
H 1.1868 1.6578 -0.9813
H 1.3500 3.3707 -0.6076
H -0.8888 1.5629 0.0478
H -0.3666 2.5670 1.4122
H -2.8764 3.3630 1.3693
H -3.1068 6.4691 -0.1703
H -1.4286 6.2958 0.4195
H -2.2130 5.9356 2.7182
H -5.6253 5.2053 -1.1619
H -5.6296 3.0384 -2.2271
H -5.2196 2.2727 0.9199
H -5.7614 3.8997 1.3112
H -7.5728 2.1497 1.4225
H -7.9399 3.5665 0.4282
H -8.2875 1.2633 -0.4498
C 5.4602 -4.2565 -0.1247
C 4.3082 -5.0031 0.5460
C 3.2172 -5.4872 -0.4180
C 2.5491 -4.4744 -1.3378
N 1.3419 -3.7291 -0.7886
C 1.5268 -3.2477 0.6205
C 2.4264 -2.0388 0.4751
C 1.8931 -1.3507 -0.7972
C 1.1454 -2.4480 -1.5729
C 0.1402 -4.6050 -0.8984
H 5.1268 -3.4582 -0.7918
H 6.1013 -3.7951 0.6250
H 6.0789 -4.9336 -0.7138
H 3.8973 -4.4080 1.3635
H 4.7138 -5.8967 1.0224
H 2.4548 -6.0558 0.1229
H 3.6833 -6.2090 -1.0933
H 2.1549 -4.9906 -2.2117
H 3.2565 -3.7302 -1.6978
H 0.5367 -2.9592 0.9736
H 1.8977 -4.0562 1.2414
H 3.4661 -2.3409 0.3515
H 2.3776 -1.3968 1.3514
H 2.6954 -0.9093 -1.3831
H 1.2038 -0.5479 -0.5432
H 1.5144 -2.6121 -2.5817
H 0.0752 -2.2629 -1.6219
H 0.3183 -5.5244 -0.3466
H -0.0383 -4.8291 -1.9467
H -0.7161 -4.0832 -0.4807

Atomic forces in eV per Å
C 0.0 0.0 0.2
C -0.2 0.0 0.0
C 0.1 -0.1 0.0
C 0.1 0.0 -0.2
O 0.1 -0.1 0.3
Si 0.0 0.0 -0.2
C 0.1 0.3 -0.2
C -0.2 0.2 0.1
O 0.1 -0.1 -0.1
O -0.3 0.0 0.4
Si -0.2 0.0 -0.2
C 0.0 0.0 0.0
C -0.2 0.0 0.2
O 0.2 -0.1 0.0
H 0.1 0.0 0.1
H 0.0 0.1 -0.2
H -0.1 0.0 -0.1
H 0.1 0.1 0.0
H 0.0 -0.1 0.0
H -0.1 0.2 0.0
H 0.1 -0.1 0.0
H 0.0 0.0 0.1
H 0.0 0.1 -0.1
H 0.0 -0.1 0.0
H 0.0 -0.1 0.0
H -0.1 -0.1 0.0
H 0.1 0.0 0.1
H 0.0 0.0 0.0
H 0.1 0.0 -0.1
H 0.0 0.0 -0.1
H 0.1 -0.1 0.0
H 0.0 0.1 -0.1
H 0.0 -0.1 0.0
H 0.0 0.1 0.0
C 0.0 0.0 0.0
C 0.1 0.0 0.0
C 0.0 -0.1 0.0
C 0.0 0.0 -0.1
N -0.2 -0.1 0.0
C 0.0 0.1 0.1
C 0.0 0.1 -0.1
C 0.1 -0.1 0.1
C 0.0 0.0 0.0
C 0.1 0.0 0.0
H 0.0 0.0 0.0
H 0.0 0.0 0.0
H 0.0 0.0 0.0
H 0.0 0.1 -0.1
H 0.0 0.0 0.1
H 0.0 0.0 0.0
H 0.0 0.0 0.0
H 0.1 0.1 -0.1
H 0.0 0.1 0.1
H 0.0 0.0 0.0
H 0.0 0.0 0.0
H 0.0 0.0 0.0
H 0.0 0.0 0.0
H 0.0 0.0 0.0
H 0.0 0.0 0.0
H 0.0 0.0 0.0
H 0.0 0.0 0.0
H 0.0 0.0 0.0
H 0.0 0.0 0.0
H 0.0 0.0 0.0

Atom charges from the Löwdin analysis, given in e for atoms 1 to 2: C -0.10; C -0.26

---

This record from the OMol25 dataset describes C4H4Br2ClN as an isolated structure in a non-equilibrium geometry. The level of theory is ωB97M-V with the def2-TZVPD basis set.

Values from the calculation:
Spin multiplicity: 3
Energy relative to the best compared isomer or geometry (same formula, charge and spin) in eV: 0.000
Orbital gap (alpha / beta) in eV: 5.9213 / 7.0479
Expectation value of S²: 2.009

Cartesian coordinates (Å):
C 1.4472 0.2994 0.5080
C 0.0883 0.1811 -1.2594
C -0.0909 -0.4076 1.0960
C -0.8953 0.0954 -0.0701
N 1.3712 0.5046 -0.7108
Cl 0.1554 -2.1566 1.0684
Br -2.4711 -0.9397 -0.5018
Br -1.4650 1.9362 0.3859
H 2.2878 0.4332 1.1537
H 0.1608 -0.7953 -1.7606
H -0.2045 0.9286 -1.9967
H -0.3840 -0.0795 2.0874

Atomic forces in eV per Å
C -0.1 -1.2 7.0
C 0.0 -0.2 -2.0
C 3.3 0.7 -1.3
C -0.3 1.0 -0.6
N -2.4 0.4 -3.9
Cl -0.2 -0.3 0.2
Br 0.2 0.1 0.0
Br 0.1 -0.3 0.0
H 0.0 -0.1 0.5
H -0.3 0.0 0.1
H -0.3 -0.2 0.0
H 0.2 0.1 -0.1

Atom charges from the Löwdin analysis, given in e for atoms 1 to 2: C -0.21; C -0.31

---

This record from the OMol25 dataset describes a 2-piece molecular cluster, C6H15OP overall in a non-equilibrium geometry. The level of theory is ωB97M-V with the def2-TZVPD basis set.

Values from the calculation:
Energy relative to the best compared isomer or geometry (same formula, charge and spin) in eV: 1.540
Orbital gap in eV: 9.1045

Cartesian coordinates (Å):
C -2.4035 0.1242 0.4446
C -1.6111 1.1011 0.9646
C -1.3684 2.3769 0.1996
C -0.8320 1.0082 2.2280
H -2.9435 0.4165 -0.5238
H -2.5836 -0.8977 0.8309
H -0.3246 2.4974 -0.0036
H -1.9265 2.3123 -0.6721
H -1.7508 3.0999 0.7748
H -0.4507 -0.0748 2.0856
H 0.0672 1.5855 2.3001
H -1.5315 1.0431 3.0668
C 2.0064 -0.8806 -2.2087
P 1.1357 -0.9930 -0.6153
C 0.9430 -2.8180 -0.1782
O -0.4311 -0.7398 -1.2494
H 1.7302 -0.0930 -2.8294
H 3.0647 -0.9120 -2.0654
H 1.9056 -1.7864 -2.8156
H 0.8912 -3.3082 -1.2061
H 1.8758 -3.0705 0.3019
H 0.0833 -3.1331 0.4724
H -1.0237 -1.2004 -0.6598

Atomic forces in eV per Å
C -0.4 1.7 -0.6
C -0.6 -0.6 -1.3
C 0.6 -3.4 -0.3
C -0.1 -3.8 -0.5
H 0.8 -0.8 1.5
H 0.1 0.9 0.1
H 0.6 0.2 -0.1
H -0.8 0.2 -1.9
H -1.0 3.3 2.1
H -0.3 1.4 1.2
H 0.1 0.8 0.1
H 0.6 0.2 0.2
C 0.5 -3.1 0.3
P -1.8 0.6 0.6
C 0.0 0.0 -2.1
O 1.7 -0.4 -0.4
H -0.6 1.7 -0.6
H 0.9 0.6 0.4
H -0.6 -0.1 0.0
H -0.1 0.1 1.5
H 0.3 -0.5 0.2
H 0.8 0.7 -0.7
H -0.5 0.1 0.2

Atom charges from the Löwdin analysis, given in e for atoms 1 to 2: C -0.02; C -0.43

---

Question: What is the energy relative to the best compared isomer or geometry (same formula, charge and spin) in the first record?
Answer: 2.995 eV

---

Question: Which value of energy relative to the best compared isomer or geometry (same formula, charge and spin) does entry 1 give?
Answer: 2.995 eV

---

What did the first record say?
This record from the OMol25 dataset describes one molecule with the formula C6H9NO3 in a non-equilibrium geometry. The level of theory is ωB97M-V with the def2-TZVPD basis set.

Values from the calculation:
Energy relative to the best compared isomer or geometry (same formula, charge and spin) in eV: 2.995
Orbital gap in eV: 9.8657

Cartesian coordinates (Å):
H 2.2370 0.1445 2.1478
N 2.1942 -0.6474 1.4375
C 2.0923 0.0438 0.3894
O 2.6470 -0.2642 -0.7782
C 0.7165 0.8125 0.3507
O 0.7910 1.9959 0.5900
C -0.5654 0.1728 -0.1276
C -0.4682 -0.1550 -1.6197
C -1.1513 -0.9677 0.7393
O -2.3963 -0.2709 0.8742
C -1.8597 0.9123 0.2637
H 3.2691 -0.9949 -0.6600
H -1.4232 -0.5740 -1.9636
H 0.3114 -0.9026 -1.8138
H -0.2577 0.7524 -2.2021
H -0.6684 -1.1149 1.7172
H -1.2653 -1.9364 0.2328
H -2.4790 1.2697 -0.5709
H -1.7240 1.7240 0.9933

Atomic forces in eV per Å
H -1.3 -1.7 0.0
N 2.9 1.3 2.1
C -3.3 -1.4 -1.5
O -0.5 0.2 -0.4
C 2.3 2.2 -1.4
O -0.7 0.1 0.6
C 0.1 -0.6 0.2
C 0.0 -0.1 -0.1
C 0.1 -0.3 0.1
O -0.2 -0.1 0.0
C 0.1 0.5 0.1
H 0.2 -0.1 0.3
H 0.2 0.1 0.1
H -0.1 0.2 0.0
H 0.0 -0.2 0.1
H 0.0 0.0 -0.3
H 0.0 0.2 0.1
H 0.2 -0.1 0.2
H 0.0 -0.2 -0.2

Atom charges from the Löwdin analysis, given in e for atoms 1 to 2: H 0.11; N 0.14

---

Question: What is the energy relative to the best compared isomer or geometry (same formula, charge and spin) in the second record?
Answer: 0.000 eV